[1]
C6H11FO3Si in the gas phase at a distorted geometry, computed with ωB97M-V/def2-TZVPD.

The calculation puts the LUMO energy (alpha / beta) at 0.024 / -0.125 hartree. The calculation puts the highest occupied orbital energy (alpha / beta) at -5.1 / -10.1 eV. Its gap between HOMO and LUMO (alpha / beta) is 5.8 / 6.7 eV. The spin multiplicity is 3.

The geometry in XYZ format:
```
22
Properties=species:S:1:pos:R:3:forces:R:3:lowdin_spin:R:1
C -0.108 -2.839 -0.604 -0.85 1.60 1.14 0.00
C 2.922 -0.006 -0.521 5.77 0.35 -10.54 0.81
C -0.128 2.657 -0.250 -2.48 0.98 0.40 0.01
O -0.262 1.871 0.873 1.50 -3.90 3.41 0.01
C 1.929 0.006 0.139 -9.35 0.52 9.14 0.75
O -0.912 -0.631 0.377 0.37 -0.28 0.18 0.02
H -2.232 2.971 -0.916 0.67 -0.55 -0.07 0.00
C -1.367 2.289 -1.102 0.29 2.57 -0.38 0.00
C -0.967 -2.030 0.485 -2.48 -2.76 -0.05 0.00
H -1.646 1.301 -0.863 -0.33 -1.13 0.03 0.00
H 0.630 -2.161 -1.066 -0.16 -0.29 0.33 0.00
O 0.420 -0.437 2.551 2.60 1.40 2.61 0.05
H -1.073 2.385 -2.139 -0.31 -0.11 -0.51 0.00
H 0.440 -3.607 0.009 -0.80 0.11 -1.47 0.00
H -0.793 -2.489 1.556 -0.06 1.43 -1.92 0.00
F 4.093 -0.085 -1.028 1.99 -0.31 2.05 0.23
Si 0.265 0.231 1.078 0.87 2.34 -1.58 0.10
H -0.214 3.724 0.193 0.82 -1.41 -1.49 0.00
H -2.114 -2.287 0.245 2.44 0.44 0.69 0.00
H -0.864 -3.051 -1.412 1.27 -0.83 0.84 0.00
H 0.746 2.333 -0.771 1.04 0.75 -0.54 0.01
H 1.232 -0.147 3.163 -2.82 -0.93 -2.28 0.01
```
Forces are in eV/Å.


[2]
A molecular structure, C45H36AsNO7S6W at a distorted geometry, computed with ωB97M-V/def2-TZVPD.

The calculation puts the LUMO energy at 0.010 hartree. The calculation puts the highest occupied orbital energy at -7.2 eV. The value obtained for the energy relative to the best compared isomer or geometry (same formula, charge and spin) is 46.21 kJ/mol. Its gap between HOMO and LUMO is 7.4 eV. The spin multiplicity is 1.

The geometry in XYZ format:
```
97
Properties=species:S:1:pos:R:3:forces:R:3:mulliken_charge:R:1
H 2.032 -3.670 1.917 0.02 -0.02 0.02 0.43
C 2.708 3.755 -3.361 0.01 0.08 0.06 -0.50
S 0.898 1.242 0.960 -0.03 0.02 -0.07 -0.51
C -5.068 -2.291 -2.835 -0.05 0.04 0.04 -1.10
C -3.393 -2.522 4.239 0.09 0.11 -0.06 -0.83
C 3.270 0.210 -2.190 -0.13 0.02 -0.03 -0.92
H 2.290 4.253 -4.224 -0.01 0.03 -0.04 0.42
H 4.095 1.961 -0.245 0.01 -0.01 0.04 0.37
H 3.383 0.351 4.995 0.03 0.01 0.04 0.40
H 2.333 1.788 -4.132 -0.01 0.01 -0.02 0.43
As -0.433 -1.926 1.289 -0.08 0.26 -0.32 2.68
H 2.615 -0.235 -2.943 0.03 0.03 0.01 -0.06
C -3.810 0.134 -5.308 0.10 0.13 0.17 -0.62
H -3.264 -5.709 3.126 0.00 -0.04 -0.01 0.43
C -3.042 -4.654 3.201 0.08 0.01 -0.09 -0.82
C -3.226 0.219 0.543 0.09 0.21 0.17 0.73
C 1.503 -4.138 1.095 -0.05 -0.03 -0.11 -1.26
C 4.878 -2.838 -2.776 0.01 -0.01 0.00 -0.63
C 4.897 -3.483 -4.002 -0.02 -0.02 0.01 -0.75
C 3.715 2.461 -1.128 0.00 0.01 0.01 -0.25
S -4.921 0.460 0.678 -0.17 0.03 0.11 -0.36
C -1.782 -0.185 -4.028 0.01 -0.06 0.01 0.27
H -4.499 -0.221 -6.062 -0.01 -0.02 -0.02 0.41
H -7.293 -0.573 -0.925 -0.04 0.02 0.02 0.43
C -2.683 -0.609 -4.998 -0.07 -0.03 -0.03 -0.69
C 2.736 2.373 -3.314 -0.05 -0.12 -0.01 -0.39
C 1.337 0.140 2.286 -0.05 0.00 -0.05 1.00
C 1.977 -5.325 0.547 -0.07 0.03 -0.02 -0.36
C 2.662 -0.076 4.310 -0.03 0.03 -0.06 -0.83
H 4.044 4.416 -0.325 0.01 0.03 0.04 0.41
C -3.911 -0.970 -1.221 0.11 -0.13 -0.08 -1.02
H -3.888 -1.908 4.979 0.00 0.02 0.01 0.44
H 4.704 -1.774 -0.400 0.05 -0.03 -0.01 0.69
C 2.548 -3.356 -2.531 -0.06 0.03 -0.04 1.11
C 2.274 0.646 3.198 -0.01 -0.07 0.04 -0.97
O 0.759 -0.947 -3.925 0.11 0.02 -0.08 -0.88
H -0.383 -5.807 -1.832 -0.03 -0.02 -0.04 0.46
H 2.874 -5.780 0.943 0.05 -0.02 0.02 0.41
C -2.450 -1.950 3.395 -0.01 -0.24 0.02 -0.59
C 1.296 -5.930 -0.501 -0.03 0.09 0.09 -0.74
S -0.859 1.918 -2.373 0.03 0.32 0.00 1.64
H 3.259 -2.669 0.084 0.01 0.01 -0.01 -0.04
C -0.326 -4.155 -0.473 0.03 0.08 -0.04 -0.93
H -1.593 -4.718 1.628 -0.01 -0.01 0.04 0.36
S -0.546 -1.390 -3.533 -0.10 -0.23 -0.09 1.88
C 3.177 4.497 -2.286 0.01 -0.07 -0.01 -0.55
H -4.964 1.883 -4.820 -0.02 0.03 0.00 0.44
C 2.117 -1.329 4.563 -0.04 -0.06 -0.01 -0.84
H 2.679 1.634 3.023 0.02 0.05 -0.01 0.51
S -1.928 0.824 1.482 -0.18 -0.01 0.11 -0.33
C -3.875 -1.893 -2.262 0.09 -0.03 -0.03 -0.06
C -2.095 -4.092 2.353 -0.11 0.18 -0.01 -0.32
H -2.504 -1.563 -5.472 -0.01 -0.04 -0.01 0.60
C -5.149 -0.531 -0.737 -0.03 0.08 0.11 0.86
C -1.803 -2.729 2.434 0.08 0.06 0.09 0.71
O 1.313 -1.023 -0.788 0.18 0.01 -0.14 -0.74
O -0.654 3.175 -3.007 0.14 0.12 0.08 -0.74
C 0.828 -1.147 2.522 0.02 0.00 0.10 0.10
H 1.667 -6.852 -0.927 0.04 -0.06 -0.03 0.39
H -3.302 2.716 -3.186 -0.03 -0.04 -0.04 0.56
C 3.682 3.846 -1.170 0.00 0.00 -0.04 -0.79
H 2.398 -1.885 5.447 0.01 -0.02 0.03 0.42
H 1.645 -4.409 -4.151 -0.05 -0.04 -0.02 0.49
W -0.588 -0.024 -0.476 0.54 -0.46 1.00 0.59
H 5.816 -3.533 -4.571 0.02 0.00 -0.02 0.40
H -2.935 -2.304 -2.601 -0.07 0.02 0.00 0.61
O 0.334 1.059 -2.175 -0.19 -0.08 0.10 -0.15
O -1.455 1.975 -1.005 -0.12 -0.18 -0.35 -0.78
S 2.765 -0.514 -0.612 -0.04 -0.16 0.09 0.82
H 5.785 -2.389 -2.388 0.04 0.01 0.01 0.45
N -2.831 -0.471 -0.490 -0.01 -0.16 -0.29 1.24
O -0.746 -1.465 -2.034 -0.17 0.14 -0.29 -0.53
C 3.736 -4.061 -4.497 0.00 0.03 0.02 -0.70
H 4.287 -0.156 -2.351 0.02 -0.03 0.03 0.91
C -6.296 -1.803 -2.382 0.07 0.05 0.08 -0.72
C 0.358 -3.545 0.577 0.00 -0.07 0.08 0.69
H 3.746 -4.554 -5.459 0.00 -0.02 -0.04 0.42
C 3.233 1.715 -2.196 0.03 -0.01 -0.02 0.55
H 1.631 -3.288 -1.967 -0.08 0.02 0.04 0.48
C 3.703 -2.771 -2.032 0.10 0.01 0.05 -0.02
H -5.045 -3.002 -3.648 -0.01 -0.05 -0.05 0.47
C 1.201 -1.853 3.669 -0.05 -0.04 -0.09 -0.77
C -4.068 1.313 -4.618 0.06 -0.19 -0.08 -0.81
C 3.699 -2.066 -0.710 -0.07 0.06 -0.02 -1.14
H -1.212 -3.683 -0.889 0.10 -0.06 0.01 0.54
C 0.143 -5.347 -1.007 -0.03 0.04 0.04 -0.71
O -0.997 -2.637 -4.105 0.05 0.05 0.15 -0.77
C -1.996 1.042 -3.407 -0.25 0.02 -0.17 -0.16
C -6.348 -0.926 -1.312 0.05 -0.10 -0.12 -0.54
C -3.693 -3.872 4.141 0.00 0.01 0.00 -0.56
H 3.140 5.576 -2.313 0.00 0.06 0.00 0.39
H -4.427 -4.314 4.801 -0.03 -0.02 0.02 0.39
C -3.151 1.767 -3.689 0.09 0.17 0.06 -0.95
H -2.206 -0.905 3.495 0.01 0.10 0.02 0.40
H 0.749 -2.825 3.854 0.07 0.08 0.03 0.51
C 2.562 -3.993 -3.761 0.04 0.04 -0.01 -1.01
H -7.213 -2.129 -2.848 -0.05 -0.02 -0.04 0.42
```
Forces are in eV/Å.


[3]
A molecular structure, C14H21As2F3I2O2Rh, computed with ωB97M-V/def2-TZVPD.

The calculation puts the LUMO energy at -0.144 hartree. The calculation puts the highest occupied orbital energy at -12.4 eV. The value obtained for the energy relative to the best compared isomer or geometry (same formula, charge and spin) is 0.00 kJ/mol. Its gap between HOMO and LUMO is 8.5 eV. The spin multiplicity is 1. As for the charge: +1.

The geometry in XYZ format:
```
45
Properties=species:S:1:pos:R:3:forces:R:3:nbo_charge:R:1
H 0.747 3.856 0.447 0.00 0.00 0.00 0.22
H 4.105 -1.747 0.911 0.00 -0.01 0.00 0.24
C 0.114 -2.021 2.236 -0.02 0.03 0.05 -0.96
C -2.708 -1.206 1.686 0.00 0.01 -0.03 -0.96
H -3.415 -0.558 1.181 -0.03 0.01 -0.01 0.27
C 1.993 1.654 -1.682 -0.01 0.00 0.03 -0.94
C 0.133 3.551 2.475 -0.01 -0.01 0.02 -0.18
Rh -0.492 -1.010 -1.201 0.00 0.14 -0.10 0.06
H 2.247 2.669 -1.379 -0.01 0.01 0.00 0.25
As 0.217 1.263 -1.042 -0.01 -0.07 0.03 1.31
H 0.617 -4.138 -3.438 0.02 0.03 0.03 0.25
H -0.330 3.552 -1.835 0.00 0.01 -0.03 0.24
C 0.005 1.861 0.778 -0.01 -0.02 0.02 -0.24
C -0.401 2.666 3.400 0.01 0.02 -0.02 -0.17
F -2.462 0.224 -2.854 0.00 0.01 -0.08 -0.36
C -0.525 0.974 1.705 0.01 0.02 -0.07 -0.40
H -0.719 2.370 -3.106 0.00 0.00 0.00 0.25
H -1.069 -4.013 -4.059 0.01 -0.01 -0.01 0.25
H -2.936 -2.248 1.461 0.00 0.00 -0.01 0.24
I -0.008 -1.563 -3.885 0.06 -0.04 0.05 0.39
C -0.735 1.373 3.017 0.01 0.01 0.00 -0.19
H 3.602 -2.971 -0.298 0.01 -0.01 0.01 0.23
C 3.641 -1.911 -0.058 -0.02 -0.04 0.04 -0.72
As -0.903 -0.818 1.120 0.08 -0.01 0.05 1.34
C -0.325 -3.606 -3.386 0.04 0.00 0.00 -0.69
C 0.333 3.153 1.160 -0.01 -0.01 -0.01 -0.22
F -3.303 -1.293 -1.574 -0.06 -0.06 0.04 -0.36
O 1.437 -1.815 -0.922 -0.07 -0.20 -0.20 -0.79
C 2.264 -1.297 -0.088 0.11 0.09 -0.10 0.80
C -2.353 -0.329 -1.618 0.00 0.02 0.08 0.82
H 1.975 1.605 -2.770 0.01 -0.02 0.00 0.24
H -1.825 2.590 -1.734 0.00 0.00 0.01 0.27
H -0.402 -2.119 3.191 -0.01 -0.01 -0.01 0.24
H -1.150 0.689 3.747 0.00 0.00 0.00 0.22
H 2.714 0.960 -1.269 0.02 -0.01 0.00 0.27
H -2.766 -1.058 2.764 0.00 0.00 0.00 0.24
F -2.817 0.654 -0.778 -0.03 0.01 0.12 -0.38
H 4.255 -1.418 -0.815 -0.02 0.00 0.00 0.24
H 1.106 -1.606 2.379 0.02 -0.01 -0.01 0.28
C -0.785 2.583 -2.041 -0.01 -0.03 -0.02 -0.96
O 1.986 -0.322 0.616 -0.01 0.11 0.16 -0.73
H -0.558 2.981 4.423 0.00 0.00 0.00 0.23
I -1.076 -3.718 -1.399 -0.08 0.04 -0.06 0.39
H 0.180 -2.997 1.757 0.01 0.01 -0.02 0.25
H 0.394 4.556 2.777 0.00 0.00 0.00 0.23
```
Forces are in eV/Å.


[4]
A gas-phase ion, C9H11N4 (charge +1) at a distorted geometry, computed with ωB97M-V/def2-TZVPD.

The calculation puts the LUMO energy at -0.146 hartree. The calculation puts the highest occupied orbital energy at -13.2 eV. The value obtained for the energy relative to the best compared isomer or geometry (same formula, charge and spin) is 203.24 kJ/mol. Its gap between HOMO and LUMO is 9.2 eV. As for the structure (SMILES): N[C@]1(NC(=[NH2+])c2ccccc2)C=N1. The spin multiplicity is 1. As for the charge: +1.

The geometry in XYZ format:
```
24
Properties=species:S:1:pos:R:3:forces:R:3:nbo_charge:R:1
N 0.501 0.920 -1.803 3.13 0.22 3.82 -0.71
C 0.162 0.396 -0.620 -3.03 -0.15 -1.71 0.56
N -1.121 -0.090 -0.567 1.36 0.24 0.16 -0.57
H -0.920 0.784 1.819 1.02 -0.63 0.02 0.23
C -3.491 0.119 -1.087 0.06 0.25 -0.36 0.05
H -2.443 0.658 -3.555 1.59 -1.03 1.29 0.42
H 1.318 1.476 -1.971 0.48 -0.11 0.54 0.43
C 0.614 -0.035 3.059 1.18 -0.88 0.01 -0.20
H -1.493 -0.683 -3.297 0.41 -2.96 -1.16 0.38
C 0.822 0.190 0.637 3.27 -0.49 1.04 -0.16
C -2.136 0.178 -1.552 -0.36 0.39 -0.64 0.29
H 2.764 -0.688 -0.071 0.79 0.08 -2.03 0.23
H -4.364 -0.397 -0.750 -0.44 -0.27 0.01 0.24
C 2.639 -0.696 1.942 0.95 0.08 0.58 -0.20
C 0.091 0.293 1.847 -1.31 1.42 -1.72 -0.18
C 2.195 -0.311 0.706 -3.90 0.56 1.65 -0.15
H 0.032 -0.030 3.946 -0.48 0.43 0.58 0.24
C 1.910 -0.531 3.121 -0.14 0.35 -0.08 -0.13
H -0.104 0.842 -2.546 -2.21 -0.29 -2.12 0.44
H 3.631 -1.129 1.912 -0.01 -0.08 0.60 0.24
N -1.687 0.186 -2.954 -2.66 3.15 0.87 -0.86
H 2.301 -0.727 4.113 0.29 -0.36 -0.26 0.24
H -1.361 -0.464 0.372 -0.14 0.19 -1.47 0.44
N -3.083 1.296 -1.248 0.16 -0.13 0.38 -0.26
```
Forces are in eV/Å.